1.
{
  "formula": "C12H27BN2O11P",
  "method": "ωB97M-V/def2-TZVPD",
  "lumo_ev": 2.05,
  "homo_ev": -4.26,
  "spin_multiplicity": 1,
  "charge": -1,
  "gap_ev": 6.30,
  "elements": ["C", "N", "C", "B", "O", "N", "C", "C", "O", "O", "P", "O", "O", "H", "H", "H", "H", "H", "H", "H", "H", "H", "H", "H", "C", "C", "O", "C", "O", "O", "C", "H", "H", "H", "H", "H", "H", "H", "H", "C", "C", "O", "C", "O", "O", "C", "H", "H", "H", "H", "H", "H", "H", "H"],
  "coordinates": [[-1.823, 2.624, -1.707], [-1.743, 2.836, -3.156], [-0.520, 3.535, -3.548], [-2.075, 1.687, -3.963], [-2.672, 0.560, -3.389], [-1.863, 1.744, -5.422], [-0.875, 0.783, -5.961], [-1.593, -0.231, -6.910], [-1.632, -1.433, -6.575], [-2.107, 0.303, -7.924], [0.127, 0.067, -4.600], [1.541, -0.283, -5.366], [-0.490, -1.384, -4.178], [-1.332, 3.460, -1.206], [-2.868, 2.676, -1.400], [-1.366, 1.692, -1.365], [-0.371, 4.398, -2.894], [-0.634, 3.905, -4.563], [0.373, 2.909, -3.484], [-2.173, 0.246, -2.628], [-2.734, 1.608, -5.923], [-0.175, 1.343, -6.590], [2.199, -0.436, -4.684], [-1.403, -1.477, -4.498], [2.859, 1.133, 2.728], [1.815, 1.592, 1.730], [2.027, 1.011, 0.441], [1.641, -0.256, 0.302], [1.098, -0.931, 1.145], [1.957, -0.650, -0.922], [1.672, -2.031, -1.192], [3.859, 1.338, 2.346], [2.730, 1.651, 3.678], [2.788, 0.061, 2.908], [1.893, 2.666, 1.579], [0.801, 1.379, 2.071], [0.635, -2.266, -0.968], [2.341, -2.665, -0.611], [1.845, -2.192, -2.251], [-0.162, -2.319, 3.584], [0.478, -1.266, 4.454], [-0.286, -1.000, 5.648], [-0.184, -1.905, 6.611], [0.501, -2.895, 6.600], [-0.973, -1.524, 7.624], [-1.017, -2.449, 8.709], [-1.190, -2.040, 3.348], [0.390, -2.430, 2.659], [-0.191, -3.284, 4.091], [0.510, -0.319, 3.921], [1.500, -1.530, 4.726], [-0.016, -2.678, 9.069], [-1.522, -3.365, 8.406], [-1.586, -1.967, 9.500]]
}

=====

2.
{
  "formula": "C12H27Cl2CoO2P2",
  "method": "ωB97M-V/def2-TZVPD",
  "lumo_ev": [-7.12, -10.66],
  "homo_ev": [-15.56, -16.16],
  "spin_multiplicity": 5,
  "charge": 2,
  "gap_ev": [8.44, 5.50],
  "e_above_lowest_kj_mol": 0.0,
  "elements": ["C", "C", "H", "H", "H", "O", "Cl", "Co", "P", "C", "C", "H", "H", "H", "C", "H", "H", "H", "H", "H", "H", "C", "O", "Cl", "C", "C", "P", "C", "C", "C", "C", "H", "H", "H", "H", "H", "H", "H", "H", "H", "H", "H", "H", "H", "H", "H"],
  "coordinates": [[2.919, 0.929, 2.286], [2.573, 0.781, 0.952], [3.954, 0.681, 2.507], [2.225, 0.328, 2.887], [2.742, 1.986, 2.533], [2.425, 0.504, -0.173], [0.554, 1.594, 1.261], [-1.113, 0.586, -1.324], [0.522, 2.636, -1.457], [1.171, 2.546, -3.142], [-0.702, 3.964, -1.493], [1.685, 3.771, 0.394], [2.145, 4.390, -1.192], [2.828, 2.871, -0.616], [1.928, 3.487, -0.629], [-1.167, 4.082, -0.513], [-0.198, 4.887, -1.777], [1.504, 3.543, -3.437], [0.379, 2.194, -3.802], [-1.467, 3.699, -2.220], [2.007, 1.845, -3.164], [0.012, -0.286, -2.347], [0.476, -0.868, -3.244], [-3.056, 1.193, -1.957], [-2.034, -0.587, 2.647], [-0.795, -1.286, 2.145], [-0.614, -1.287, 0.318], [0.687, -2.528, -0.052], [0.513, -3.940, 0.500], [-2.115, -2.067, -0.364], [-2.704, -3.280, 0.333], [-1.970, 0.503, 2.500], [-2.162, -0.762, 3.730], [-2.956, -0.947, 2.167], [0.110, -0.816, 2.584], [-0.779, -2.343, 2.470], [0.748, -2.556, -1.147], [1.640, -2.105, 0.298], [-0.206, -4.516, -0.097], [1.465, -4.482, 0.439], [0.202, -3.974, 1.544], [-2.863, -1.260, -0.431], [-1.857, -2.322, -1.403], [-2.789, -3.171, 1.419], [-3.719, -3.425, -0.054], [-2.147, -4.192, 0.120]]
}

=====

3.
{
  "formula": "C12H27Cl2N2OP2Ti",
  "method": "ωB97M-V/def2-TZVPD",
  "lumo_ev": -13.17,
  "homo_ev": -18.52,
  "spin_multiplicity": 1,
  "charge": 3,
  "gap_ev": 5.35,
  "e_above_lowest_kj_mol": 131.0,
  "elements": ["C", "C", "H", "H", "H", "O", "Cl", "Ti", "P", "C", "C", "H", "H", "H", "H", "H", "H", "C", "H", "H", "H", "P", "C", "C", "H", "H", "H", "C", "H", "H", "H", "H", "H", "H", "Cl", "C", "N", "C", "C", "N", "C", "H", "H", "H", "H", "H", "H"],
  "coordinates": [[-3.770, 0.203, 0.306], [-2.627, 0.963, 0.699], [-4.498, 0.188, 1.144], [-3.477, -0.835, 0.042], [-4.283, 0.662, -0.564], [-2.175, 1.803, 1.385], [-0.691, -3.109, -1.465], [0.128, -1.096, -0.973], [-0.433, -1.557, 1.419], [-0.101, -0.433, 2.807], [-2.037, -2.293, 1.819], [-1.880, -3.017, 2.629], [0.531, -3.249, 2.822], [-2.442, -2.821, 0.948], [0.432, -3.807, 1.120], [-0.863, 0.353, 2.845], [-2.757, -1.538, 2.146], [0.687, -2.966, 1.774], [-0.116, -1.023, 3.732], [1.745, -2.720, 1.623], [0.880, 0.042, 2.693], [-1.042, 0.771, -2.094], [-0.901, 2.495, -1.541], [-0.094, 0.907, -3.678], [-3.113, -0.375, -2.621], [-2.708, 0.864, -3.835], [-3.417, 1.355, -2.278], [-2.736, 0.645, -2.759], [0.032, -0.082, -4.132], [-0.663, 1.552, -4.358], [-0.984, 3.161, -2.411], [0.073, 2.664, -1.070], [0.903, 1.334, -3.515], [-1.671, 2.739, -0.807], [1.833, -1.490, -2.474], [4.789, 0.646, 1.817], [3.649, 0.730, 0.921], [3.473, 1.649, -0.108], [2.306, 1.326, -0.731], [1.741, 0.221, -0.092], [2.565, -0.090, 0.909], [5.632, 0.102, 1.357], [5.137, 1.658, 2.072], [4.485, 0.115, 2.728], [4.160, 2.463, -0.283], [1.855, 1.780, -1.597], [2.441, -0.887, 1.630]]
}

=====

Q: Look up the charge of the first one.
A: -1